No. 1
The following is a quantum chemistry calculation of a structure of composition C11H10IrO8S6 in a non-equilibrium geometry, from OMol25.

Values from the calculation:
Net charge = -1
Spin multiplicity = 1
E_HOMO (alpha / beta) = -5.110 / -5.419 eV
Energy relative to the best compared isomer or geometry (same formula, charge and spin) = 49.80 kcal/mol
LUMO (alpha / beta) = 1.67 / 1.02 eV
HOMO-LUMO gap (alpha / beta) = 6.8 / 6.4 eV

Last column: natural (NBO) charge in e.
Cartesian coordinates (Å):
Ir1 -0.28 -1.43 0.05  0.71
O1 0.90 1.01 2.36  -0.96
S1 0.93 1.55 1.03  2.43
O2 2.08 2.36 0.70  -0.99
O3 0.63 0.55 -0.04  -1.07
C1 -0.51 2.62 0.81  -0.33
C2 -0.24 3.97 0.63  -0.19
C3 -1.26 4.86 0.31  -0.21
C4 -2.56 4.41 0.17  -0.22
C5 -2.84 3.06 0.35  -0.21
C6 -1.83 2.16 0.65  -0.23
S2 -2.35 0.45 0.67  2.39
O4 -1.49 -0.32 1.62  -0.94
O5 -3.75 0.46 1.00  -0.95
O6 -2.03 -0.06 -0.67  -0.97
H1 0.78 4.30 0.73  0.25
H2 -1.02 5.91 0.15  0.21
H3 -3.35 5.10 -0.08  0.21
H4 -3.85 2.69 0.24  0.24
O7 -1.72 -8.05 -0.37  -0.57
C7 -1.46 -6.88 -0.30  0.21
S3 0.20 -6.23 -0.26  0.33
C8 -0.28 -4.55 -0.16  -0.51
C9 -1.60 -4.27 -0.15  -0.44
S4 -2.07 -2.66 -0.07  0.24
S5 -2.71 -5.61 -0.25  0.34
S6 0.83 -3.28 -0.09  0.24
C10 3.33 0.27 -1.88  -0.63
C11 3.71 -0.32 -0.54  -0.07
O8 2.85 -1.43 -0.29  -0.74
H5 3.54 1.34 -1.90  0.21
H6 2.26 0.15 -2.03  0.24
H7 3.86 -0.21 -2.70  0.19
H8 3.59 0.43 0.25  0.19
H9 4.75 -0.66 -0.54  0.14
H10 2.98 -1.71 0.62  0.47

***

No. 2
The following is a quantum chemistry calculation of an isolated molecule of C11H10N2 in a non-equilibrium geometry, from OMol25.

Values from the calculation:
Net charge = 0
Spin multiplicity = 1
E_HOMO (alpha / beta) = -9.012 / -8.733 eV
Energy relative to the best compared isomer or geometry (same formula, charge and spin) = 123.64 kcal/mol
LUMO (alpha / beta) = -0.81 / -2.13 eV
HOMO-LUMO gap (alpha / beta) = 8.2 / 6.6 eV

Last column: natural (NBO) charge in e.
Cartesian coordinates (Å):
C1 -3.12 0.01 -0.97  0.23
C2 -1.69 1.93 -0.65  0.23
C3 1.52 -0.51 1.20  -0.20
C4 1.78 -0.26 -0.08  -0.15
C5 0.16 -0.28 1.76  -0.13
C6 -0.70 -0.41 0.80  0.23
C7 0.75 0.14 -1.11  -0.27
C8 -0.63 -0.37 -0.65  -0.31
C9 -1.86 0.57 -0.82  -0.14
C10 -0.01 -0.06 3.22  -0.63
C11 1.08 -0.43 -2.49  -0.59
N1 -4.14 -0.49 -1.14  -0.25
N2 -1.49 3.07 -0.54  -0.26
H1 2.29 -0.79 1.90  0.22
H2 2.80 -0.30 -0.44  0.21
H3 0.74 1.23 -1.17  0.23
H4 -0.87 -1.34 -1.11  0.24
H5 -0.98 0.38 3.44  0.23
H6 0.77 0.62 3.58  0.23
H7 0.09 -1.00 3.75  0.23
H8 0.30 -0.18 -3.20  0.22
H9 1.17 -1.51 -2.44  0.21
H10 2.03 -0.02 -2.85  0.22

***

No. 3
The following is a quantum chemistry calculation of an isolated molecule of C11H10N2O2S in a non-equilibrium geometry, from OMol25.

Values from the calculation:
Net charge = 0
Spin multiplicity = 1
E_HOMO = -8.273 eV
Energy relative to the best compared isomer or geometry (same formula, charge and spin) = 2.33 kcal/mol
LUMO = 0.35 eV
HOMO-LUMO gap = 8.6 eV
Structure (SMILES) = O=C(Cc1cccs1)N/N=C/c1ccco1

Last column: natural (NBO) charge in e.
Cartesian coordinates (Å):
O1 -1.69 -2.25 0.03  -0.58
C1 -0.86 -1.38 -0.06  0.68
C2 -1.12 0.09 -0.33  -0.55
C3 -2.58 0.39 -0.34  -0.18
C4 -3.44 0.35 -1.38  -0.25
C5 -4.77 0.66 -1.01  -0.25
C6 -4.90 0.92 0.31  -0.41
S1 -3.40 0.79 1.13  0.43
N1 0.47 -1.69 0.09  -0.44
N2 1.43 -0.76 0.00  -0.21
C7 2.65 -1.11 0.14  0.00
C8 3.72 -0.15 0.05  0.21
C9 5.08 -0.34 0.18  -0.27
C10 5.67 0.92 0.01  -0.32
C11 4.64 1.79 -0.21  0.11
O2 3.46 1.15 -0.18  -0.37
H1 -0.59 0.67 0.42  0.25
H2 -0.67 0.32 -1.30  0.25
H3 -3.15 0.12 -2.39  0.22
H4 -5.60 0.68 -1.71  0.22
H5 -5.78 1.17 0.86  0.23
H6 0.71 -2.66 0.28  0.38
H7 2.96 -2.14 0.34  0.17
H8 5.58 -1.27 0.37  0.23
H9 6.71 1.16 0.04  0.23
H10 4.62 2.85 -0.39  0.21

***

No. 4
The following is a quantum chemistry calculation of a structure of composition C11H10N2O4Y in a non-equilibrium geometry, from OMol25.

Values from the calculation:
Net charge = +3
Spin multiplicity = 1
E_HOMO = -18.494 eV
Energy relative to the best compared isomer or geometry (same formula, charge and spin) = 9.68 kcal/mol
LUMO = -13.62 eV
HOMO-LUMO gap = 4.9 eV

Last column: natural (NBO) charge in e.
Cartesian coordinates (Å):
Y1 0.98 0.23 -0.01  1.94
C1 -1.39 0.11 0.24  0.41
O1 -2.52 -0.14 0.26  -0.29
C2 -0.36 -1.69 -0.89  0.41
O2 -1.21 -2.43 -1.19  -0.24
C3 0.32 -1.15 1.84  0.41
O3 -0.12 -1.81 2.67  -0.22
C4 -0.20 0.98 -1.96  0.41
O4 -0.88 1.27 -2.85  -0.22
C5 4.81 -0.40 -0.95  -0.44
H1 4.85 0.55 -1.51  0.22
H2 5.08 -0.36 0.12  0.22
C6 4.47 -1.55 -1.55  -0.34
H3 4.45 -2.50 -1.00  0.23
H4 4.22 -1.59 -2.62  0.23
N1 -1.12 5.59 3.30  -0.68
C7 -0.74 4.48 2.62  0.28
C8 -0.69 4.45 1.21  -0.25
C9 -0.21 3.33 0.55  0.04
N2 0.25 2.22 1.21  -0.72
C10 0.14 2.22 2.57  0.04
C11 -0.34 3.30 3.29  -0.25
H5 -1.34 6.45 2.81  0.44
H6 -1.09 5.62 4.31  0.44
H7 -1.05 5.31 0.65  0.27
H8 -0.20 3.28 -0.54  0.21
H9 0.43 1.29 3.07  0.21
H10 -0.43 3.26 4.37  0.27

***

No. 5
The following is a quantum chemistry calculation of an isolated molecule of C11H10N2S in a non-equilibrium geometry, from OMol25.

Values from the calculation:
Net charge = 0
Spin multiplicity = 1
E_HOMO = -8.043 eV
Energy relative to the best compared isomer or geometry (same formula, charge and spin) = 79.97 kcal/mol
LUMO = 0.37 eV
HOMO-LUMO gap = 8.4 eV

Last column: natural (NBO) charge in e.
Cartesian coordinates (Å):
C1 -3.96 -0.75 0.00  -0.19
C2 -3.00 -1.76 0.30  -0.24
C3 4.46 -0.65 -0.51  -0.29
C4 4.38 0.71 0.03  -0.24
C5 -3.61 0.53 -0.25  -0.25
C6 -1.70 -1.36 0.56  -0.22
C7 3.22 -1.16 -0.37  0.00
C8 3.17 0.87 0.63  -0.10
C9 -2.30 0.96 -0.11  0.14
C10 -1.47 -0.01 0.48  -0.16
C11 1.10 -0.34 0.27  -0.17
N1 2.41 -0.23 0.29  -0.42
N2 -1.90 2.25 -0.37  -0.79
S1 0.15 0.75 0.98  0.36
H1 -4.96 -0.84 0.03  0.21
H2 -3.46 -2.81 0.32  0.22
H3 5.15 -1.11 -1.19  0.23
H4 5.20 1.39 0.06  0.22
H5 -4.32 1.29 -0.63  0.20
H6 -0.98 -2.18 0.72  0.25
H7 2.85 -2.16 -0.53  0.23
H8 2.98 1.83 1.05  0.23
H9 -0.90 2.19 -0.66  0.39
H10 -2.52 2.59 -1.09  0.38

***

No. 6
The following is a quantum chemistry calculation of an isolated molecule of C11H10N2S in a non-equilibrium geometry, from OMol25.

Values from the calculation:
Net charge = 0
Spin multiplicity = 1
E_HOMO = -7.908 eV
Energy relative to the best compared isomer or geometry (same formula, charge and spin) = 98.54 kcal/mol
LUMO = 0.26 eV
HOMO-LUMO gap = 8.2 eV
Structure (SMILES) = C=C=N/C=C\C=C/c1cccnc1S

Last column: natural (NBO) charge in e.
Cartesian coordinates (Å):
C1 -0.23 0.30 -3.12  -0.67
C2 -0.75 0.43 -1.96  0.50
N1 -1.23 0.54 -0.84  -0.47
C3 -1.78 1.41 -0.02  0.00
C4 -1.93 1.27 1.27  -0.25
C5 -1.44 0.33 2.29  -0.20
C6 -0.38 -0.46 2.14  -0.20
C7 0.52 -0.61 0.98  -0.10
C8 0.59 -1.94 0.41  -0.13
C9 1.15 -1.98 -0.79  -0.27
C10 1.96 -1.01 -1.25  0.02
N2 2.16 0.14 -0.60  -0.42
C11 1.38 0.34 0.47  0.08
S1 1.67 1.98 1.25  0.01
H1 -0.89 0.58 -3.90  0.24
H2 0.80 0.13 -3.38  0.25
H3 -2.32 2.18 -0.66  0.20
H4 -2.58 2.11 1.85  0.21
H5 -1.89 0.49 3.28  0.22
H6 0.00 -1.09 2.89  0.21
H7 -0.05 -2.74 0.76  0.22
H8 0.93 -2.83 -1.32  0.22
H9 2.56 -0.98 -2.13  0.21
H10 1.75 1.43 2.40  0.11

***

No. 7
The following is a quantum chemistry calculation of a structure of composition C11H10N5OPdSSe2Te2, from OMol25.

Values from the calculation:
Net charge = -1
Spin multiplicity = 1
E_HOMO (alpha / beta) = -4.859 / -4.859 eV
Energy relative to the best compared isomer or geometry (same formula, charge and spin) = 27.57 kcal/mol
LUMO (alpha / beta) = 0.54 / 0.52 eV
HOMO-LUMO gap (alpha / beta) = 5.4 / 5.4 eV

Last column: natural (NBO) charge in e.
Cartesian coordinates (Å):
Pd1 0.00 -2.26 1.22  0.31
Se1 3.70 -2.31 -0.44  -0.67
Te1 1.37 -2.55 -0.99  0.52
Te2 0.91 -4.62 0.94  0.27
Se2 -1.43 -4.42 1.65  -0.48
N1 2.54 -1.36 2.92  -0.80
C1 1.60 -0.48 2.51  0.29
S1 0.09 -0.48 3.23  -0.28
N2 2.02 0.35 1.51  -0.62
C2 1.22 1.28 0.79  0.14
C3 0.42 2.20 1.44  -0.23
C4 -0.33 3.10 0.69  -0.21
C5 -0.26 3.10 -0.69  -0.23
C6 0.58 2.20 -1.33  -0.21
C7 1.32 1.29 -0.59  -0.17
H1 2.29 -2.00 3.64  0.41
H2 3.43 -1.43 2.45  0.41
H3 2.78 -0.04 0.96  0.41
H4 0.37 2.21 2.52  0.23
H5 -0.97 3.81 1.20  0.20
H6 -0.85 3.80 -1.27  0.21
H7 0.64 2.17 -2.41  0.23
H8 1.95 0.57 -1.10  0.21
N3 -3.21 -0.56 -0.46  -0.83
C8 -2.02 -0.57 -1.12  0.68
O1 -0.97 -0.76 -0.47  -0.77
C9 -2.01 -0.37 -2.53  -0.60
C10 -0.79 -0.51 -3.21  0.35
N4 0.22 -0.66 -3.75  -0.46
C11 -3.19 -0.08 -3.22  0.31
N5 -4.21 0.16 -3.73  -0.44
H9 -3.16 -0.53 0.55  0.40
H10 -4.05 -0.24 -0.92  0.40

***

No. 8
The following is a quantum chemistry calculation of a structure of composition C11H11BrO2Ru in a non-equilibrium geometry, from OMol25.

Values from the calculation:
Net charge = 0
Spin multiplicity = 5
E_HOMO (alpha / beta) = -8.445 / -8.706 eV
Energy relative to the best compared isomer or geometry (same formula, charge and spin) = 43.84 kcal/mol
LUMO (alpha / beta) = -1.20 / -2.41 eV
HOMO-LUMO gap (alpha / beta) = 7.2 / 6.3 eV

Last column: natural (NBO) charge in e.
Cartesian coordinates (Å):
C1 -1.63 -0.80 -1.71  -0.29
C2 -1.82 -1.29 -0.33  -0.23
C3 -1.59 -0.24 0.55  -0.19
H1 -2.17 -2.27 -0.07  0.24
C4 -0.92 0.84 -0.19  -0.26
C5 -1.25 0.60 -1.64  -0.36
H2 -1.57 1.37 -2.44  0.27
H3 -1.98 -1.31 -2.59  0.26
H4 -2.03 -0.14 1.54  0.24
H5 -0.60 1.76 0.28  0.25
Ru1 0.56 -0.52 -1.47  0.97
Br1 0.75 -2.70 -2.34  -0.29
C6 2.24 0.57 -3.59  -0.38
C7 1.10 1.34 -3.92  -0.10
C8 0.08 0.46 -4.39  -0.32
H6 1.04 2.43 -3.93  0.22
C9 0.59 -0.85 -4.37  -0.23
C10 1.94 -0.80 -3.86  -0.16
H7 2.63 -1.62 -3.81  0.25
H8 3.22 0.94 -3.31  0.25
H9 -0.88 0.74 -4.82  0.23
H10 0.09 -1.73 -4.76  0.24
O1 2.23 -2.11 1.78  -0.59
C11 1.61 -1.69 0.78  0.63
O2 1.84 -0.54 0.07  -0.73
H11 0.83 -2.24 0.24  0.09